Entry 1:
87
Properties=species:S:1:pos:R:3:forces:R:3:mulliken_charge:R:1 method="wB97M-V/def2-TZVPD" smiles="O=S1(=O)CCC[C@H](S)O1.CCOC(C)=O.CCOC(C)=O.CCOC(C)=O.CCOC(C)=O.CCOC(C)=O" energy_ev=-73954.04797 multiplicity=1
O -0.694 1.637 0.676 -0.0198 0.0822 0.1495 -0.41
S 0.083 2.763 1.093 0.3248 0.0262 -0.1108 0.72
O 0.167 3.095 2.479 -0.0295 -0.0959 0.0636 -0.65
C -0.384 4.215 0.185 0.0948 0.1617 -0.1351 -0.53
C 0.854 5.120 0.127 0.0071 -0.3172 0.1180 -0.78
C 1.857 4.520 -0.859 -0.0375 0.0961 -0.1254 -0.46
C 1.993 2.988 -0.699 0.0347 0.0075 -0.3630 0.15
S 1.256 2.008 -2.056 0.5465 0.2793 0.1987 -0.15
O 1.596 2.559 0.617 -0.0945 0.1137 0.3479 -0.46
H -0.710 3.920 -0.817 -0.0358 -0.0321 0.1639 0.27
H -1.219 4.636 0.746 0.0723 -0.0061 -0.0495 0.56
H 0.589 6.139 -0.160 -0.0276 -0.0927 0.0454 0.42
H 1.281 5.138 1.136 -0.0113 0.2399 -0.1429 0.31
H 2.832 5.008 -0.751 -0.1044 -0.1042 0.0477 0.14
H 1.528 4.707 -1.886 0.0402 0.0274 0.1454 0.38
H 3.047 2.715 -0.768 -0.0613 0.0334 0.2320 0.34
H 0.048 1.693 -1.565 0.4521 0.4390 0.4868 -0.06
O -0.320 0.924 -3.572 -0.5797 -0.5164 -0.7010 -0.56
C -1.384 0.593 -3.112 -0.4133 -0.4368 -0.0115 0.99
O -1.501 0.542 -1.771 -0.1265 0.0599 -0.3993 -0.01
C -2.742 0.298 -1.085 -0.2748 -0.1079 0.2608 -0.57
C -3.045 -1.182 -0.985 0.2169 0.0845 -0.0864 -0.46
C -2.545 0.165 -3.975 -0.0032 0.2494 -0.0362 -1.42
H -3.557 0.868 -1.535 0.0910 0.0167 -0.1481 0.39
H -2.564 0.716 -0.094 -0.0247 -0.0285 -0.2198 0.06
H -3.238 -1.644 -1.954 -0.0587 0.0222 0.0096 0.28
H -3.917 -1.344 -0.349 0.0011 0.0391 -0.0263 0.45
H -2.176 -1.677 -0.551 -0.1158 -0.1195 0.0359 -0.03
H -2.456 -0.906 -4.165 -0.0064 -0.0139 0.0277 0.27
H -2.471 0.693 -4.923 0.0646 -0.0628 -0.0137 0.39
H -3.521 0.356 -3.538 0.0223 -0.0523 0.0560 0.38
O 6.678 6.711 -1.829 0.0068 -0.0823 0.1751 -0.56
C 6.666 6.264 -0.715 -0.0377 0.1578 -0.0751 0.70
O 5.471 5.933 -0.170 0.0101 -0.0826 -0.0987 -0.32
C 5.346 5.245 1.078 -0.0991 -0.0554 0.1416 0.01
C 5.356 6.187 2.264 0.0547 0.1032 -0.0682 -1.14
C 7.921 6.130 0.115 0.0295 -0.1711 -0.0780 -0.93
H 6.101 4.463 1.171 0.0253 0.0303 -0.0328 0.34
H 4.380 4.744 1.011 0.0206 -0.0015 0.0056 0.03
H 6.311 6.704 2.357 0.0046 -0.0335 0.0206 0.32
H 5.174 5.633 3.185 -0.0096 -0.0109 -0.0121 0.38
H 4.576 6.940 2.150 -0.0092 -0.0244 0.0140 0.30
H 8.087 7.071 0.639 -0.0103 0.0000 0.0115 0.26
H 8.753 5.963 -0.564 -0.0196 0.0803 -0.0108 0.31
H 7.896 5.324 0.844 -0.0271 0.0413 0.0370 0.32
O -0.459 -3.159 -0.638 0.2529 -0.0589 0.1603 -0.45
C 0.610 -3.029 -1.180 -0.1602 0.1936 -0.1074 0.51
O 1.682 -3.645 -0.646 -0.1564 -0.0435 -0.0573 -0.37
C 2.959 -3.667 -1.296 0.1362 0.0715 0.0137 -0.42
C 3.764 -2.419 -1.003 -0.0766 0.0580 0.0312 -0.90
C 0.749 -2.189 -2.429 -0.0170 -0.3397 -0.2172 -0.49
H 2.841 -3.834 -2.367 -0.0235 0.0033 0.0036 0.37
H 3.455 -4.547 -0.888 -0.0403 0.0198 0.0270 0.32
H 3.277 -1.525 -1.396 0.0109 -0.0160 -0.0274 0.21
H 4.755 -2.496 -1.453 -0.0024 -0.0110 0.0022 0.36
H 3.879 -2.293 0.074 0.0174 -0.0133 -0.0153 0.29
H 0.881 -1.136 -2.187 0.0867 0.0461 0.1686 0.03
H -0.185 -2.287 -2.978 -0.0553 0.0288 0.0450 0.13
H 1.555 -2.508 -3.085 0.0585 0.1161 0.0283 0.40
O -3.773 -4.285 -2.921 -0.0265 -0.0854 0.1880 -0.58
C -3.871 -5.044 -1.990 0.0442 0.1961 -0.0756 0.64
O -5.107 -5.465 -1.642 0.0294 -0.0346 -0.1005 -0.36
C -5.325 -6.520 -0.697 -0.0140 -0.0576 0.0689 -0.41
C -5.342 -6.020 0.731 0.0480 0.1095 -0.0063 -0.85
C -2.674 -5.465 -1.174 -0.0138 -0.1739 -0.1620 -0.61
H -4.595 -7.317 -0.842 0.0119 0.0291 -0.0004 0.36
H -6.299 -6.926 -0.970 0.0124 0.0290 -0.0042 0.32
H -4.377 -5.606 1.022 0.0097 -0.0243 0.0203 0.19
H -5.580 -6.836 1.414 -0.0112 -0.0045 -0.0137 0.36
H -6.095 -5.239 0.846 -0.0097 -0.0245 0.0049 0.28
H -2.490 -4.705 -0.414 0.0383 -0.0069 0.0030 0.03
H -1.813 -5.483 -1.837 0.0049 0.1019 0.0368 0.29
H -2.764 -6.436 -0.693 -0.0723 0.0433 0.0533 0.34
O -2.441 -4.026 5.381 -0.0619 0.1706 -0.0978 -0.59
C -2.672 -3.002 4.794 0.1595 -0.0952 0.0449 0.65
O -2.701 -3.026 3.445 -0.1368 -0.1086 0.0307 -0.38
C -3.128 -1.907 2.655 0.0157 0.0820 -0.0255 -0.34
C -2.006 -0.924 2.406 0.0944 -0.0617 0.0686 -0.05
C -2.856 -1.689 5.519 -0.1836 -0.0449 0.0258 -0.87
H -3.997 -1.432 3.113 0.0020 -0.0013 0.0142 0.35
H -3.463 -2.350 1.718 0.0545 -0.0314 0.0455 0.02
H -1.650 -0.481 3.337 -0.0257 0.0430 -0.0324 0.42
H -2.334 -0.114 1.753 0.0024 -0.0552 0.0920 -0.25
H -1.165 -1.427 1.928 -0.0192 0.0065 -0.0411 0.21
H -1.875 -1.233 5.655 0.0024 0.0072 -0.0152 0.24
H -3.275 -1.905 6.499 0.0786 -0.0287 0.0038 0.31
H -3.501 -0.979 5.009 0.0527 0.0228 -0.0311 0.32



Entry 2:
92
Properties=species:S:1:pos:R:3:forces:R:3:mulliken_charge:R:1 method="wB97M-V/def2-TZVPD" smiles="C[C@H]1COC(=O)O1.C[C@H]1COC(=O)O1.C[C@H]1COC(=O)O1.C[C@H]1COC(=O)O1.C[C@H]1COC(=O)O1.CO.CO.CO.CO.O" energy_ev=-66612.04982 multiplicity=1
O 0.703 6.684 3.177 0.1422 -0.1025 0.2002 -0.63
H -0.237 6.822 3.063 -0.2789 0.0243 -0.0309 0.32
H 1.085 6.927 2.334 0.1060 0.0664 -0.2026 0.31
C -6.550 -5.267 2.462 -1.1033 0.2037 -0.0480 -1.34
C -7.301 -6.601 2.309 0.8263 -0.0502 1.8415 0.42
C -7.469 -7.352 3.660 1.8292 -0.1922 -0.5711 -0.51
O -8.671 -8.064 3.475 0.5496 -0.9525 0.7404 -0.30
C -9.387 -7.415 2.590 -3.2183 1.1600 -0.4228 0.68
O -10.570 -7.589 2.397 1.8026 -0.0136 -0.1266 -0.56
O -8.679 -6.395 2.049 -0.4144 0.2754 -1.0399 -0.34
H -6.603 -4.678 1.546 -0.0519 -0.0891 -0.0358 0.32
H -5.516 -5.231 2.806 -0.0058 -0.8343 -0.1243 0.37
H -7.121 -4.742 3.227 -0.0046 0.3297 -0.0591 0.34
H -6.900 -7.273 1.550 0.1485 0.0598 -0.0796 0.30
H -7.533 -6.703 4.533 -0.2016 0.2335 -0.1378 0.31
H -6.647 -8.049 3.824 -0.1477 -0.1222 0.0692 0.31
C 6.958 5.254 -0.165 -1.7380 -1.3694 1.8578 -1.45
C 7.261 6.726 -0.181 0.4761 -2.5318 0.8084 0.34
C 8.709 7.000 0.213 -1.9959 -1.7077 1.9642 -0.39
O 9.255 7.468 -0.929 2.1767 1.5647 -1.9680 -0.30
C 8.437 7.282 -1.965 0.0717 2.1526 -5.2459 0.65
O 8.670 7.518 -3.176 -0.1743 -1.1248 4.6019 -0.59
O 7.225 6.961 -1.538 -0.4723 1.3606 -1.6825 -0.30
H 5.898 5.173 -0.402 -0.0558 -0.3320 -0.1952 0.35
H 7.057 4.770 0.807 -0.0647 0.3746 0.5056 0.42
H 7.492 4.536 -0.787 0.4457 0.9042 -0.6295 0.34
H 6.565 7.322 0.409 -0.2425 -0.0083 -0.4232 0.33
H 9.180 6.041 0.427 0.2068 0.1927 0.6391 0.27
H 8.586 7.638 1.088 1.3623 0.5209 -0.2291 0.33
C 1.790 -8.080 -4.183 1.1246 0.4161 0.1605 -1.28
C 3.030 -7.129 -4.384 -0.6802 -0.2685 -0.1257 0.34
C 2.850 -6.139 -5.539 -1.1910 0.7786 0.7757 -0.44
O 3.056 -4.856 -4.876 -0.0737 -0.3167 -0.9404 -0.34
C 3.127 -5.045 -3.533 0.9794 6.0330 0.3872 0.71
O 3.282 -4.127 -2.733 -0.5372 -1.6585 -1.7079 -0.61
O 3.084 -6.256 -3.240 -0.2196 -4.6676 1.3683 -0.32
H 1.589 -8.270 -3.129 0.5922 -0.1141 0.0962 0.34
H 1.938 -9.037 -4.684 -0.1717 0.1331 -0.1179 0.33
H 0.870 -7.585 -4.495 0.1649 0.0100 -0.4902 0.38
H 4.031 -7.541 -4.505 -0.2940 -0.8118 0.5032 0.35
H 1.801 -6.230 -5.821 -0.0338 0.4915 -0.3679 0.23
H 3.454 -6.228 -6.442 0.3326 -0.0161 0.4479 0.31
C 0.486 1.404 -6.584 -1.7825 -0.1175 -0.3269 -1.31
C -1.084 1.228 -6.642 1.0836 -1.7833 0.5899 0.35
C -1.497 -0.296 -6.368 0.8756 1.7870 -1.2761 -0.41
O -2.446 -0.168 -5.337 -0.2429 -1.7301 0.4124 -0.33
C -2.596 1.061 -4.898 -1.4359 2.8476 1.0018 0.67
O -3.430 1.459 -4.087 2.5264 -1.3036 -2.0109 -0.57
O -1.716 1.903 -5.568 -0.8234 -0.2191 0.7697 -0.33
H 0.868 1.073 -5.619 -0.1864 0.0638 0.0622 0.34
H 0.772 2.441 -6.758 0.0256 -0.1281 -0.0722 0.34
H 0.904 0.744 -7.344 0.1583 0.1905 -0.1284 0.38
H -1.571 1.501 -7.578 0.4176 0.5145 -0.0392 0.29
H -0.599 -0.879 -6.162 -0.2834 -0.1506 0.8533 0.28
H -1.944 -0.738 -7.258 -0.3111 0.0341 0.1921 0.29
C 0.189 1.161 0.225 -0.1865 0.1110 1.8407 -1.30
C -0.278 1.022 1.755 0.1768 1.1961 -1.5672 0.39
C -1.750 1.241 2.006 -0.3675 1.0240 -0.8007 -0.42
O -2.102 0.232 2.907 -0.5238 -0.5508 0.4890 -0.34
C -1.109 -0.690 2.944 -2.4443 -1.9397 2.1212 0.70
O -1.186 -1.711 3.591 0.3431 1.2759 -0.8777 -0.59
O -0.151 -0.318 2.177 3.2045 -0.2906 -1.1755 -0.34
H -0.263 2.026 -0.260 -0.5867 -0.2152 0.1020 0.37
H -0.068 0.213 -0.248 -0.0795 0.2382 -0.2204 0.35
H 1.249 1.371 0.087 0.1362 -0.4467 0.4728 0.34
H 0.176 1.718 2.460 1.0813 -0.3713 -0.1926 0.30
H -2.268 1.172 1.049 -0.6123 -0.1059 0.1933 0.27
H -1.932 2.191 2.508 -0.1515 0.0792 -0.3850 0.28
C -0.163 7.016 -3.242 -0.8759 -0.7893 1.9390 -0.49
O 0.145 8.163 -3.931 0.7500 0.5756 -1.0880 -0.49
H 0.690 6.392 -2.974 0.2886 -0.1672 -0.4048 0.25
H -0.543 7.330 -2.270 -0.2983 -0.0176 0.0332 0.19
H -0.942 6.426 -3.724 0.0100 -0.2112 -0.1066 0.24
H 0.626 7.832 -4.693 0.1191 0.6038 -0.3662 0.31
C -4.455 5.933 0.267 -1.4466 0.4772 -0.3748 -0.59
O -3.453 6.437 1.110 0.5231 -0.5734 0.5606 -0.47
H -5.171 5.303 0.794 0.1579 -0.4426 0.2019 0.25
H -5.032 6.828 0.036 -0.3687 -0.2231 -1.0936 0.29
H -4.130 5.380 -0.614 0.4527 0.3911 0.1486 0.22
H -4.024 6.752 1.815 0.7137 0.3630 0.5716 0.31
C -0.100 -7.748 8.335 -0.9291 0.1773 -0.1597 -0.46
O -1.339 -7.150 7.901 0.4131 -0.1952 0.3718 -0.50
H 0.340 -8.290 7.498 0.3087 -0.0445 0.1738 0.23
H 0.584 -7.017 8.767 0.1212 0.1100 -0.2220 0.23
H -0.361 -8.440 9.135 -0.0071 -0.0765 -0.1677 0.20
H -1.163 -6.584 7.146 0.0911 0.0366 -0.0027 0.30
C 2.006 2.240 7.829 0.3988 -0.1050 1.1261 -0.51
O 3.211 2.389 7.090 -0.2249 0.0540 -0.1687 -0.49
H 1.096 2.287 7.231 0.2250 -0.1511 -0.2201 0.20
H 2.054 1.338 8.439 -0.3523 -0.4276 -0.3749 0.25
H 1.946 2.993 8.615 -0.0119 0.5423 -0.2723 0.23
H 3.728 1.588 7.205 -0.0353 0.0824 -0.0970 0.31



One value per record, in order, for energy relative to the best compared isomer or geometry (same formula, charge and spin): 0.0, 379.8 kJ/mol.